# 1
116
Properties=species:S:1:pos:R:3:mulliken_charge:R:1 method="wB97M-V/def2-TZVPD" homo_lumo_gap_ev=9.825 lumo_energy_ev=-0.400 homo_ev=-10.225 smiles="C[C@H]1COC(=O)O1.C[C@H]1COC(=O)O1.C[C@H]1COC(=O)O1.C[C@H]1COC(=O)O1.ClCCCl.ClCCCl.ClCCCl.ClCCCl.ClCCCl.ClCCCl.ClCCCl.ClCCCl"
Cl -0.46 -10.36 -1.25 -0.180
Cl -4.81 -0.81 -3.76 -0.177
Cl 5.60 -6.83 -1.04 -0.181
Cl 2.18 -9.89 -3.29 -0.193
Cl 5.99 1.58 0.72 -0.161
Cl -0.18 -4.90 3.19 -0.199
Cl -0.56 3.54 -5.97 -0.175
Cl 7.26 -7.39 1.82 -0.191
Cl 5.03 3.68 -5.05 -0.170
Cl 8.16 3.88 -6.11 -0.182
Cl 4.62 -0.70 2.80 -0.149
Cl 0.03 -3.78 6.41 -0.173
Cl -5.72 -1.66 2.19 -0.174
Cl -7.29 -2.76 4.82 -0.181
Cl -6.16 0.66 -6.47 -0.180
Cl -1.79 3.52 -9.29 -0.176
O -0.66 0.77 9.19 -0.568
O 1.63 -0.63 -1.17 -0.289
O -0.48 -0.88 -0.82 -0.381
O 8.78 -1.20 -3.43 -0.305
O -8.25 3.31 2.93 -0.290
O -1.83 1.31 7.27 -0.290
O 9.05 -1.88 -1.30 -0.634
O -10.01 4.50 2.51 -0.331
O 0.76 -2.69 -1.00 -0.581
O 7.08 -2.12 -2.46 -0.265
O -10.22 2.24 2.65 -0.568
O -2.14 2.56 9.06 -0.313
C -3.80 1.84 6.09 -1.585
C -9.02 5.48 2.52 -0.387
C 6.11 5.11 -4.72 -0.398
C 6.61 -1.80 -3.70 -0.310
C 7.58 4.72 -4.64 -0.482
C -0.73 -3.26 3.84 -0.540
C -7.76 -1.30 3.93 -0.244
C 0.66 -1.51 -0.96 0.665
C 8.23 -1.33 -5.67 -1.481
C -0.16 4.52 -7.40 -0.441
C -0.34 0.48 -1.10 0.499
C -0.15 3.63 -8.61 -0.421
C 6.40 -5.85 1.34 -0.348
C 1.08 0.63 -1.48 -0.387
C 0.55 -8.89 -1.36 -0.401
C 8.36 -1.68 -2.33 0.637
C 7.71 -0.96 -4.27 0.461
C -2.54 2.36 6.83 0.595
C -7.47 -1.45 2.43 -0.420
C 0.98 -8.63 -2.79 -0.409
C -6.55 4.73 2.07 -1.367
C -5.59 1.50 -4.99 -0.393
C 5.36 0.83 3.26 -0.432
C -1.26 -3.29 5.31 -0.140
C -1.44 1.55 8.59 0.640
C -7.79 4.64 3.01 0.305
C -0.88 1.29 0.07 -1.439
C -2.97 3.06 8.05 -0.461
C 6.54 1.13 2.33 -0.493
C -9.56 3.27 2.65 0.651
C -5.80 0.64 -3.71 -0.395
C 5.16 -6.14 0.45 -0.440
H -6.81 4.58 1.02 0.353
H 0.31 2.65 -8.47 0.342
H -7.63 4.79 4.08 0.316
H -4.30 1.20 6.81 0.394
H -8.83 -1.18 4.11 0.294
H 7.15 2.00 2.59 0.307
H -3.98 2.77 8.31 0.290
H -0.81 5.38 -7.48 0.335
H 0.78 5.05 -7.24 0.280
H -1.19 2.29 -0.21 0.365
H 7.05 -5.32 0.65 0.225
H -4.55 1.76 -5.21 0.246
H 0.02 -8.03 -0.96 0.295
H 7.46 -1.00 -6.36 0.390
H -5.41 1.04 -2.77 0.261
H -8.78 5.97 1.58 0.278
H -6.11 5.73 2.13 0.393
H 4.48 -5.30 0.30 0.310
H 6.02 5.98 -5.37 0.332
H 6.53 -2.69 -4.32 0.266
H 1.43 -9.08 -0.74 0.267
H 0.16 -2.64 3.87 0.288
H -7.96 -2.26 1.89 0.332
H -5.93 2.53 -4.98 0.332
H 5.63 -1.32 -3.71 0.290
H -1.71 0.75 0.53 0.349
H 6.18 -5.21 2.19 0.335
H 8.31 5.48 -4.38 0.365
H 5.78 5.47 -3.75 0.281
H -0.96 0.66 -1.98 0.253
H -7.65 -0.55 1.84 0.237
H -7.22 -0.45 4.34 0.162
H -1.97 2.97 6.13 0.243
H 1.24 0.97 -2.50 0.279
H 7.46 0.10 -4.28 0.233
H -5.80 3.98 2.34 0.338
H -1.41 -2.91 3.06 0.309
H 0.43 4.11 -9.39 0.256
H -3.49 1.23 5.25 0.337
H -2.93 4.14 7.96 0.313
H 1.37 -7.63 -2.95 0.299
H 5.69 0.71 4.29 0.298
H -9.19 6.29 3.24 0.306
H 7.68 4.03 -3.80 0.256
H 4.60 1.60 3.22 0.303
H 7.22 0.28 2.32 0.335
H 1.54 1.41 -0.86 0.283
H 4.54 -6.89 0.94 0.291
H -4.52 2.59 5.75 0.401
H -6.84 0.32 -3.72 0.307
H 8.42 -2.39 -5.76 0.370
H -2.14 -3.93 5.36 0.309
H -0.09 1.39 0.82 0.374
H -1.61 -2.29 5.54 0.146
H 9.10 -0.78 -6.04 0.344
H 0.11 -8.73 -3.45 0.321


# 2
24
Properties=species:S:1:pos:R:3:mulliken_charge:R:1 method="wB97M-V/def2-TZVPD" homo_lumo_gap_ev=8.572 lumo_energy_ev=0.212 homo_ev=-8.359 smiles=Nc1nc(-c2cc(Cl)ccc2Cl)nc(N)[n+]1[O-]
Cl -4.67 1.40 0.96 -0.209
Cl 1.39 2.43 1.47 -0.216
O 2.22 -2.95 -1.93 -0.842
N 1.76 -1.93 -1.49 0.559
N 0.51 -1.47 -3.41 -0.403
N 1.29 -0.54 0.30 -0.541
N 0.10 -0.22 -1.65 -0.570
N 2.84 -2.16 0.60 -0.499
C 0.25 -0.04 -0.37 0.462
C -2.37 2.37 2.21 -0.159
C 2.05 -1.49 -0.24 0.323
C -2.97 1.51 1.25 -0.090
C -0.22 1.85 1.43 0.855
C -1.00 2.48 2.32 -0.743
C -2.09 0.74 0.47 -0.455
C 0.96 -1.11 -2.21 0.289
C -0.68 0.91 0.44 0.039
H 0.06 -0.64 -3.85 0.298
H -3.03 2.90 2.92 0.346
H 2.63 -2.05 1.64 0.286
H -2.62 0.15 -0.30 0.364
H 1.11 -2.05 -3.93 0.266
H -0.51 3.04 3.12 0.367
H 3.00 -3.12 0.25 0.273


# 3
11
Properties=species:S:1:pos:R:3:lowdin_spin:R:1 method="wB97M-V/def2-TZVPD" homo_lumo_gap_ev="5.445 / 6.253" lumo_energy_ev="3.450 / 3.001" s2=2.061 total_charge=-1 homo_ev="-1.995 / -3.252" spin_multiplicity=3
Au -2.57 2.11 -0.09 0.838
O 2.62 0.02 0.58 0.031
O -2.79 0.40 0.18 0.265
C 0.43 -0.77 0.18 0.004
C -0.90 -0.78 -0.44 0.290
C -2.08 -0.72 0.25 0.350
C 1.40 0.14 -0.07 0.161
H 3.32 0.01 -0.07 0.006
H 1.02 1.28 -0.18 0.013
H 0.49 -1.29 1.14 0.009
H -0.94 -0.40 -1.48 0.033


Number 1: molecular weight 1200.0 g mol⁻¹. Number 2: molecular weight 272.1 g mol⁻¹. Number 3: molecular weight 281.0 g mol⁻¹.